#A
DFT (the ωB97M-V functional and the def2-TZVPD basis) results for a 2-piece molecular cluster, C2H8N2O2 overall.

Properties
SMILES = NCC(N)=O.O
orbital gap = 0.3459 hartree
E_HOMO = -9.0 eV
net charge = 0

Last column: Löwdin charge in e.
CARTESIAN COORDINATES (ANGSTROEM)
N (-1.329, -1.798, 0.552)  -0.015
C (-1.403, -0.467, -0.060)  -0.193
C (-0.239, -0.367, -1.091)  -0.614
N (0.963, -0.261, -0.510)  0.139
O (-0.340, -0.458, -2.249)  0.090
H (-1.446, -2.424, -0.252)  0.078
H (-0.398, -1.997, 0.935)  0.064
H (-2.413, -0.402, -0.508)  0.121
H (-1.318, 0.337, 0.697)  0.111
H (0.967, -0.167, 0.509)  0.093
H (1.800, -0.025, -1.048)  0.124
O (1.323, 2.616, 0.982)  -0.091
H (2.006, 1.997, 1.327)  0.041
H (1.827, 3.417, 0.714)  0.052


#B
DFT (the ωB97M-V functional and the def2-TZVPD basis) results for a 2-piece molecular cluster, C2H8N2O2 overall.

Properties
SMILES = CNC(N)=O.O
orbital gap = 0.3906 hartree
E_HOMO = -10.0 eV
net charge = 0

Last column: Löwdin charge in e.
CARTESIAN COORDINATES (ANGSTROEM)
C (1.506, -0.871, -0.125)  -0.060
N (0.588, -0.024, -0.882)  0.008
C (-0.737, -0.005, -0.595)  -0.623
N (-1.497, 0.752, -1.465)  0.142
O (-1.220, -0.576, 0.377)  0.015
H (2.111, -1.458, -0.811)  0.079
H (0.909, -1.460, 0.559)  0.083
H (2.174, -0.268, 0.496)  0.080
H (0.946, 0.591, -1.589)  0.130
H (-1.264, 0.697, -2.445)  0.093
H (-2.491, 0.769, -1.274)  0.105
O (-0.432, 0.516, 2.966)  -0.083
H (0.325, 1.032, 2.644)  0.028
H (-0.918, 0.304, 2.144)  0.002


#C
DFT (the ωB97M-V functional and the def2-TZVPD basis) results for C2H8N2O2 as an isolated structure.

Properties
orbital gap = 0.3498 hartree
E_HOMO = -8.8 eV
net charge = 0

Last column: Löwdin charge in e.
CARTESIAN COORDINATES (ANGSTROEM)
C (0.205, 0.159, -0.578)  -0.677
C (-0.016, -0.904, 0.502)  -0.215
N (1.322, 0.922, 0.139)  0.044
N (-1.216, -0.577, 1.264)  -0.024
O (0.696, -0.362, -1.778)  0.039
O (-0.872, 1.005, -0.792)  0.018
H (0.832, 0.378, -2.384)  0.104
H (-1.644, 0.400, -0.687)  0.108
H (0.950, 1.611, 0.787)  0.100
H (1.908, 1.431, -0.519)  0.089
H (-2.071, -0.904, 0.822)  0.064
H (-1.196, -0.957, 2.201)  0.065
H (-0.032, -1.899, 0.044)  0.098
H (1.134, -0.303, 0.980)  0.186


What should be chosen as the least stable of them? Choose #C.


#A
DFT (the ωB97M-V functional and the def2-TZVPD basis) results for a 2-piece molecular cluster, C2H8N2O2 overall.

Properties
SMILES = CNC(N)=O.O
orbital gap = 0.3731 hartree
E_HOMO = -9.5 eV
net charge = 0

Last column: Löwdin charge in e.
CARTESIAN COORDINATES (ANGSTROEM)
C (-1.165, -1.410, 0.871)  -0.108
N (-0.437, -0.267, 0.447)  -0.009
C (-0.895, 0.621, -0.514)  -0.600
N (0.107, 1.261, -1.321)  0.099
O (-2.052, 0.732, -0.780)  0.066
H (-1.012, -1.495, 1.988)  0.102
H (-2.264, -1.309, 0.702)  0.089
H (-0.936, -2.296, 0.247)  0.086
H (0.540, -0.250, 0.689)  0.083
H (0.258, 0.727, -2.126)  0.052
H (-0.372, 2.129, -1.722)  0.119
O (2.621, 0.404, 0.850)  -0.085
H (2.477, 1.277, 0.541)  0.003
H (3.130, -0.125, 0.129)  0.103


#B
DFT (the ωB97M-V functional and the def2-TZVPD basis) results for a 2-piece molecular cluster, C2H8N2O2 overall.

Properties
SMILES = O=NO.CCN
orbital gap = 0.3500 hartree
E_HOMO = -8.9 eV
net charge = 0

Last column: Löwdin charge in e.
CARTESIAN COORDINATES (ANGSTROEM)
O (-2.372, -0.275, 0.629)  -0.079
N (-2.600, 0.080, -0.538)  -0.074
O (-1.729, 0.970, -1.044)  -0.057
H (-1.172, 1.396, -0.295)  0.106
C (1.369, -0.353, -0.874)  -0.115
C (0.657, -0.702, 0.412)  -0.250
N (-0.154, 0.520, 1.000)  -0.063
H (2.162, -1.075, -1.060)  0.071
H (1.808, 0.643, -0.882)  0.070
H (0.697, -0.405, -1.730)  0.066
H (1.364, -1.028, 1.182)  0.094
H (-0.055, -1.513, 0.260)  0.094
H (0.413, 1.363, 0.961)  0.064
H (-0.388, 0.378, 1.980)  0.074


What should be chosen as the least stable of them? Choose #B.


#A
DFT (the ωB97M-V functional and the def2-TZVPD basis) results for one molecule with the formula CH4N2.

Properties
SMILES = C=NN
orbital gap = 0.3925 hartree
E_HOMO = -9.4 eV
net charge = 0

Last column: Löwdin charge in e.
CARTESIAN COORDINATES (ANGSTROEM)
C (-0.206, 1.056, -0.035)  -0.119
N (0.084, 0.086, 0.704)  -0.149
N (0.444, -1.103, 0.106)  -0.027
H (-0.364, 2.049, 0.466)  0.070
H (-0.010, 1.054, -1.157)  0.084
H (0.206, -1.898, 0.649)  0.056
H (-0.152, -1.244, -0.732)  0.085


#B
DFT (the ωB97M-V functional and the def2-TZVPD basis) results for one molecule with the formula CH4N2.

Properties
SMILES = C=NN
orbital gap = 0.3843 hartree
E_HOMO = -9.2 eV
net charge = 0

Last column: Löwdin charge in e.
CARTESIAN COORDINATES (ANGSTROEM)
C (-0.599, -0.719, -0.538)  -0.101
N (0.167, 0.304, -0.620)  -0.137
N (0.822, 0.705, 0.508)  -0.022
H (-1.000, -1.126, -1.460)  0.046
H (-0.788, -1.357, 0.366)  0.074
H (1.069, 1.662, 0.378)  0.067
H (0.329, 0.531, 1.365)  0.073


What should be chosen as the least stable of them? Choose #A.


#A
DFT (the ωB97M-V functional and the def2-TZVPD basis) results for one molecule with the formula C5H5NO2S2.

Properties
orbital gap (alpha / beta) = 0.2097 / 0.2099 hartree
E_HOMO (alpha / beta) = -7.4 / -7.4 eV
net charge = 0

Last column: Löwdin charge in e.
CARTESIAN COORDINATES (ANGSTROEM)
C (2.080, -1.705, 0.721)  -0.163
C (0.871, -2.259, 0.877)  -0.414
C (2.656, -0.542, 0.293)  -0.075
C (-0.829, -0.116, -0.145)  -0.920
C (-2.400, 2.112, -0.571)  -0.429
N (0.253, 0.454, -0.472)  -0.250
O (0.469, 1.520, -1.048)  -0.119
O (3.357, 0.366, 0.020)  0.229
S (-0.766, -1.712, 0.702)  1.000
S (-2.526, 0.311, -0.521)  0.777
H (2.960, -2.496, 0.775)  0.172
H (0.708, -3.332, 0.971)  0.064
H (-1.655, 2.395, -1.323)  0.015
H (-1.718, 2.494, 0.259)  0.060
H (-3.459, 2.509, -0.538)  0.052


#B
DFT (the ωB97M-V functional and the def2-TZVPD basis) results for a 3-piece molecular cluster, C5H5NO2S2 overall.

Properties
orbital gap = 0.3041 hartree
E_HOMO = -7.9 eV
net charge = 0

Last column: Löwdin charge in e.
CARTESIAN COORDINATES (ANGSTROEM)
C (-1.762, 1.004, -0.434)  -0.221
C (2.288, -3.318, 0.924)  -0.472
C (-3.138, 0.251, -2.288)  0.036
C (-1.993, 0.688, -1.803)  -0.157
C (1.984, 1.301, 1.691)  -1.052
N (-1.276, 1.243, 0.557)  0.159
O (1.687, -3.131, -0.015)  0.227
O (2.834, -3.440, 1.914)  0.220
S (3.426, 0.745, 1.082)  0.659
S (0.946, 0.366, 2.575)  0.659
H (-3.420, 0.256, -3.286)  0.038
H (-4.079, -0.028, -1.788)  0.085
H (-1.185, 1.021, -2.438)  0.110
H (3.635, 1.820, 0.310)  -0.137
H (0.052, 1.223, 3.000)  -0.155


#C
DFT (the ωB97M-V functional and the def2-TZVPD basis) results for one molecule with the formula C5H5NO2S2.

Properties
orbital gap = 0.3402 hartree
E_HOMO = -9.4 eV
net charge = 0

Last column: Löwdin charge in e.
CARTESIAN COORDINATES (ANGSTROEM)
C (1.401, 1.799, -1.051)  -0.214
C (0.233, 1.121, -1.423)  -0.159
C (1.369, 2.111, 0.214)  -0.475
C (-0.719, 1.065, -0.415)  -0.681
C (-2.070, -0.794, 1.815)  -0.532
N (-2.103, -1.072, 0.536)  -0.045
O (-2.632, 0.109, 2.388)  -0.017
O (-2.739, 0.255, -1.766)  -0.489
S (-0.091, 1.856, 1.044)  1.021
S (-2.438, 0.603, -0.381)  1.009
H (2.402, 1.801, -1.684)  0.161
H (0.033, 0.488, -2.293)  0.121
H (2.137, 2.682, 0.792)  0.093
H (-1.701, -1.556, 2.402)  0.104
H (-1.652, -1.806, 0.030)  0.103


What should be chosen as the least stable of them? Choose #A.


#A
DFT (the ωB97M-V functional and the def2-TZVPD basis) results for a 2-piece molecular cluster, C2H6N3 overall.

Properties
expectation value of S² = 2.01
spin multiplicity = 3
orbital gap (alpha / beta) = 0.2807 / 0.2668 hartree
E_HOMO (alpha / beta) = -11.1 / -14.7 eV
net charge = +1

Last column: Mulliken spin population.
CARTESIAN COORDINATES (ANGSTROEM)
C (2.146, 0.259, 0.346)  0.082
C (-0.820, 0.557, 0.116)  1.315
N (1.401, 0.239, -0.622)  0.264
N (-1.590, 0.037, -0.718)  0.212
N (-1.829, -0.596, 0.537)  0.051
H (3.110, 0.937, 0.475)  0.043
H (2.111, -0.366, 1.206)  0.013
H (1.464, 0.994, -1.348)  0.008
H (-1.740, -0.256, -1.633)  0.020
H (-1.629, -1.603, 0.704)  -0.003
H (-2.624, -0.201, 0.936)  -0.003


#B
DFT (the ωB97M-V functional and the def2-TZVPD basis) results for an isolated ion of composition C2H6N3 and charge +1.

Properties
expectation value of S² = 2.01
spin multiplicity = 3
orbital gap (alpha / beta) = 0.2361 / 0.2081 hartree
E_HOMO (alpha / beta) = -9.7 / -14.7 eV
net charge = +1

Last column: Mulliken spin population.
CARTESIAN COORDINATES (ANGSTROEM)
C (-0.724, 0.004, -0.119)  0.588
C (0.686, 0.120, -0.553)  0.027
N (-0.204, 1.126, 0.167)  0.374
N (-1.896, -0.599, 0.024)  0.207
N (1.700, -0.553, 0.191)  0.765
H (1.069, 0.418, -1.492)  0.026
H (-0.274, 2.123, 0.159)  0.055
H (-1.879, -1.579, -0.217)  -0.008
H (-2.504, -0.017, 0.557)  -0.005
H (2.529, 0.019, 0.257)  -0.012
H (1.496, -1.062, 1.027)  -0.017


What should be chosen as the least stable of them? Choose #A.


#A
DFT (the ωB97M-V functional and the def2-TZVPD basis) results for an isolated ion of composition C2H4NOS2 and charge -1.

Properties
SMILES = O=NCCS[S-]
orbital gap = 0.2079 hartree
E_HOMO = -2.5 eV
net charge = -1

Last column: Löwdin charge in e.
CARTESIAN COORDINATES (ANGSTROEM)
O (-1.864, -1.923, -0.907)  -0.064
N (-0.730, -1.417, -0.825)  -0.078
C (-0.550, -0.400, 0.124)  -0.340
C (0.312, 0.746, -0.488)  -0.565
S (1.060, 1.692, 0.920)  0.104
S (2.451, 0.475, 1.839)  -0.328
H (0.041, -0.839, 0.984)  0.092
H (-1.514, 0.042, 0.512)  0.120
H (0.993, 0.207, -1.029)  0.018
H (-0.199, 1.417, -1.131)  0.042


#B
DFT (the ωB97M-V functional and the def2-TZVPD basis) results for a 2-piece molecular cluster, C2H4NOS2 overall.

Properties
orbital gap = 0.2262 hartree
E_HOMO = -2.5 eV
net charge = -1

Last column: Löwdin charge in e.
CARTESIAN COORDINATES (ANGSTROEM)
C (1.547, 1.814, -0.378)  -0.388
C (0.699, -0.522, -0.515)  -0.191
N (1.580, 0.622, -0.384)  0.051
O (1.890, 2.940, -0.338)  0.089
S (-1.833, 2.191, 0.591)  -0.090
S (-2.308, 0.663, -0.660)  -0.309
H (0.987, -0.882, -1.564)  0.079
H (0.951, -1.321, 0.284)  0.081
H (-0.455, -0.409, -0.509)  -0.094
H (-3.063, 2.861, 0.820)  -0.227


What should be chosen as the least stable of them? Choose #A.